(1)
A molecular structure, C9H14N2PPd. Source: the Open Molecules 2025 dataset; level of theory: ωB97M-V with the def2-TZVPD basis set.

```
27
Properties=species:S:1:pos:R:3
C -0.0194 1.8391 0.2561
C 1.0917 2.7049 0.5654
C 1.1084 2.8776 1.9774
C -0.0019 2.1684 2.5382
C -0.7123 1.5256 1.4907
Pd -1.1713 -1.2965 -0.8823
P -0.5539 -1.1365 -3.0774
H -0.2962 1.4170 -0.7156
H 1.8001 3.0930 -0.1641
H 1.8274 3.4724 2.5234
H -1.5979 0.8895 1.6084
H -0.2989 2.2018 3.5865
H 0.5853 -1.9033 -3.5200
H -0.3240 0.1178 -3.7491
H -1.6141 -1.6906 -3.8835
C 1.9063 -5.2495 1.1654
N 1.3773 -3.8995 1.1561
C 1.5259 -2.9282 2.1457
C 0.8392 -1.8052 1.7015
N 0.2559 -2.1320 0.4664
C 0.6184 -3.3680 0.1551
H 2.9798 -5.2274 1.3753
H 1.3985 -5.8601 1.9214
H 1.7346 -5.6871 0.1774
H 2.0677 -3.0936 3.0511
H 0.7099 -0.8395 2.1422
H 0.3338 -3.8928 -0.7501
```

Calculated values
**Expectation value of S²**: 2.005
**Total charge**: -1
**Gap between HOMO and LUMO (spin up / spin down)**: 0.132 / 0.176 hartree
**Maximum force**: 0.0439 hartree/bohr
**Lowest unoccupied orbital energy (spin up / spin down)**: 0.0898 / 0.0882 Ha
**Spin multiplicity**: 3
**HOMO energy (spin up / spin down)**: -0.0424 / -0.0881 hartree
**Energy relative to the best compared isomer or geometry (same formula, charge and spin)**: 7.5 kcal/mol

Quick look at the natural (NBO) charges, all values in e: -0.38, -0.37, -0.37, -0.38, -0.39, -0.04, -0.01, 0.17, 0.18, 0.17, 0.19, 0.18, -0.04, 0.01, 0.01, -0.40, -0.35, -0.11, -0.05, -0.56, 0.19, 0.21, 0.20, 0.21, 0.21, 0.27, 0.21

***

(2)
A molecular structure, C9H14N2PPtS. Source: the Open Molecules 2025 dataset; level of theory: ωB97M-V with the def2-TZVPD basis set.

```
28
Properties=species:S:1:pos:R:3
C 0.6956 2.7513 -0.1026
C 2.0794 2.6690 -0.2490
C 2.6755 2.1935 0.9603
C 1.6565 1.9397 1.9302
C 0.4031 2.2427 1.4005
Pt -1.0426 -1.1942 -0.8792
P -1.9776 -0.6692 -2.6480
H -0.0749 3.0614 -0.7986
H 2.6232 2.9291 -1.1601
H 3.7440 2.0470 1.1214
H -0.5846 2.1621 1.8376
H 1.8234 1.5567 2.9389
H -1.8338 -1.6575 -3.6731
H -1.4946 0.5244 -3.2693
H -3.3918 -0.4740 -2.5712
C 1.2577 -4.5411 2.0265
N -0.1367 -4.3196 1.6607
C -1.1400 -5.2751 1.5819
C -2.2659 -4.6444 1.1462
N -1.9100 -3.3281 0.9142
C -0.6209 -3.1127 1.2534
S 0.2509 -1.6768 1.1010
H 1.9124 -4.0566 1.2942
H 1.4682 -4.1226 3.0171
H 1.4357 -5.6185 2.0365
H -0.9507 -6.3058 1.8259
H -3.2583 -4.9952 0.9360
H -2.4928 -2.5880 0.5121
```

Calculated values
**Expectation value of S²**: 2.029
**Total charge**: -1
**Gap between HOMO and LUMO (spin up / spin down)**: 0.074 / 0.197 hartree
**Maximum force**: 0.0608 hartree/bohr
**Lowest unoccupied orbital energy (spin up / spin down)**: 0.1011 / 0.0404 Ha
**Spin multiplicity**: 3
**HOMO energy (spin up / spin down)**: 0.0274 / -0.1562 hartree

Quick look at the natural (NBO) charges, all values in e: -0.14, -0.35, -0.10, -0.35, -0.14, -0.72, 0.19, 0.21, 0.21, 0.20, 0.22, 0.22, -0.02, -0.05, -0.02, -0.42, -0.36, -0.14, -0.30, -0.56, 0.23, -0.29, 0.23, 0.21, 0.20, 0.22, 0.21, 0.42

***

(3)
A single C9H14N4O3 molecule. Source: the Open Molecules 2025 dataset; level of theory: ωB97M-V with the def2-TZVPD basis set.

```
30
Properties=species:S:1:pos:R:3
C -0.6554 1.1146 2.6331
C -1.1140 0.2897 1.4688
C -1.2472 2.4371 2.6044
C -0.4510 -1.1753 -0.3790
C -0.8066 -2.6111 -0.0820
C 0.7380 -1.2235 -1.3895
C 1.1960 0.2027 -1.7891
C 1.5337 0.6413 -3.0671
C 1.7850 2.1604 -1.4883
H 1.0580 1.5124 1.7394
H 1.1656 1.7326 3.3036
H -0.9580 0.5600 3.5917
H -2.1884 2.4807 2.0657
H -0.4883 3.1212 2.1399
H -1.4941 2.6523 3.6904
H 0.7423 -0.4681 1.2761
H -1.3218 -0.5902 -0.9095
H 1.6560 -1.7554 -1.0376
H 0.4157 -1.8093 -2.1877
H 1.7686 0.1990 -3.9874
H 2.1180 3.2146 -1.1324
H 2.4526 2.4889 -3.4990
H -1.9730 -3.9532 -1.0402
N 0.7747 1.0775 2.6679
N -0.1623 -0.3830 0.7936
N 1.1686 1.2431 -0.8044
N 1.9791 1.9895 -2.8010
O -2.2443 0.3730 1.0214
O -0.3648 -3.3326 0.7621
O -1.7840 -3.0269 -1.0428
```

Calculated values
**Gap between HOMO and LUMO**: 0.356 hartree
**Maximum force**: 0.1043 hartree/bohr
**Lowest unoccupied orbital energy**: 0.0232 Ha
**HOMO energy**: -0.3327 hartree
**Energy relative to the best compared isomer or geometry (same formula, charge and spin)**: 51.1 kcal/mol

Quick look at the natural (NBO) charges, all values in e: -0.15, 0.68, -0.63, -0.16, 0.80, -0.42, 0.12, -0.14, 0.23, 0.36, 0.36, 0.21, 0.25, 0.20, 0.21, 0.43, 0.27, 0.22, 0.23, 0.22, 0.18, 0.42, 0.49, -0.84, -0.61, -0.49, -0.54, -0.65, -0.55, -0.73

***

(4)
A gas-phase ion, C9H14N4OP (charge +1). Source: the Open Molecules 2025 dataset; level of theory: ωB97M-V with the def2-TZVPD basis set.

```
29
Properties=species:S:1:pos:R:3
C -4.2349 0.1832 0.0305
C -3.3828 0.1601 1.1303
C -3.8261 0.8421 -1.1749
C -2.0927 0.6908 1.0055
C -2.5410 1.3454 -1.2297
C -1.6920 1.3014 -0.1666
C 2.7091 0.5698 -1.0816
C 1.1768 1.5766 1.9095
C 2.0536 -2.9154 -0.6241
N 2.4712 1.3645 0.0041
N 1.1954 1.5124 0.4715
N 2.0612 -1.5602 -0.2448
N 2.4041 -0.6908 -1.0910
O 0.5446 1.9344 -1.8780
P -0.0055 2.0187 -0.5198
H -5.1346 -0.2895 0.2511
H -3.7712 -0.2361 2.1404
H -4.4001 0.8680 -2.0826
H -1.3733 0.8788 1.9334
H -2.1417 1.6862 -2.2156
H 3.2949 1.0777 -1.8271
H 1.4145 0.6191 2.2483
H 1.8938 2.1598 2.3294
H 0.1576 1.8998 2.2086
H 2.5624 -2.8650 -1.6616
H 2.7468 -3.5513 -0.0101
H 1.1982 -3.4330 -0.7104
H 3.1232 2.0799 0.3228
H 2.8932 -1.0072 -2.0186
```

Calculated values
**Expectation value of S²**: 2.021
**Total charge**: +1
**Gap between HOMO and LUMO (spin up / spin down)**: 0.257 / 0.239 hartree
**Maximum force**: 0.1280 hartree/bohr
**Lowest unoccupied orbital energy (spin up / spin down)**: -0.1324 / -0.2200 Ha
**Spin multiplicity**: 3
**HOMO energy (spin up / spin down)**: -0.3891 / -0.4591 hartree
**Energy relative to the best compared isomer or geometry (same formula, charge and spin)**: 17.2 kcal/mol

Quick look at the natural (NBO) charges, all values in e: -0.17, -0.21, -0.19, -0.19, -0.21, -0.40, 0.35, -0.40, -0.45, -0.38, -0.60, -0.07, -0.28, -1.06, 1.75, 0.23, 0.24, 0.24, 0.21, 0.24, 0.25, 0.21, 0.20, 0.22, 0.16, 0.26, 0.25, 0.41, 0.38

***

(5)
A gas-phase ion, C9H14N5 (charge +1). Source: the Open Molecules 2025 dataset; level of theory: ωB97M-V with the def2-TZVPD basis set.

```
28
Properties=species:S:1:pos:R:3
C -1.7418 -1.0960 -0.7558
C -1.8094 0.8830 0.1986
C -0.9061 -0.0511 -0.2943
C 0.5371 0.0582 -0.2956
C 1.1818 1.4441 -0.3354
C 3.2741 0.6172 0.5233
C 2.8125 -0.6481 -0.2771
C -4.3237 0.8794 0.4844
C 1.0514 -2.3264 0.0789
N -3.0028 -0.8851 -0.5204
N 2.3833 1.6574 0.0846
N -3.0473 0.2792 0.1060
N 1.4158 -0.9348 -0.1930
N 0.4042 2.4815 -0.7753
H -1.4847 -1.7822 -1.5307
H -1.7302 1.5988 1.0130
H 3.3024 0.3583 1.6181
H 4.2718 0.7702 0.1916
H 3.1408 -0.5918 -1.3832
H 3.3761 -1.5101 0.2310
H -4.6544 1.4282 -0.3103
H -5.1010 0.0872 0.7399
H -4.3434 1.5385 1.3644
H 0.9556 -2.5567 -1.0264
H 0.1207 -2.5598 0.6242
H 1.8579 -2.9074 0.4033
H -0.0736 2.2987 -1.6490
H 0.8097 3.4528 -0.7876
```

Calculated values
**Total charge**: +1
**Gap between HOMO and LUMO**: 0.303 hartree
**Maximum force**: 0.0778 hartree/bohr
**Lowest unoccupied orbital energy**: -0.1727 Ha
**HOMO energy**: -0.4761 hartree
**Energy relative to the best compared isomer or geometry (same formula, charge and spin)**: 67.1 kcal/mol

Quick look at the natural (NBO) charges, all values in e: -0.02, 0.04, -0.28, 0.36, 0.37, -0.24, -0.25, -0.42, -0.43, -0.19, -0.41, -0.12, -0.27, -0.80, 0.22, 0.25, 0.22, 0.23, 0.24, 0.23, 0.22, 0.25, 0.23, 0.23, 0.26, 0.24, 0.40, 0.43

***

(6)
5 unconnected molecules or ions with the total composition C9H14N5O11. Source: the Open Molecules 2025 dataset; level of theory: ωB97M-V with the def2-TZVPD basis set.

```
39
Properties=species:S:1:pos:R:3
N 0.7776 1.7849 2.3576
O 0.4945 1.7100 3.5454
O 1.3793 2.8590 2.1649
O 0.5352 1.0032 1.4880
C 3.8230 0.9699 0.7506
N 4.0577 0.5441 2.1792
O 3.5620 -0.5317 2.5897
O 4.9252 1.1190 2.7749
H 3.3152 1.9341 0.7262
H 3.1792 0.1481 0.4370
H 4.7998 1.1161 0.2894
C -0.7534 4.3138 -0.2012
N -0.6634 5.7323 -0.7082
O 0.1621 6.5634 -0.3108
O -1.6146 6.0229 -1.4665
H -0.9568 4.1967 0.8632
H 0.1191 3.7584 -0.5453
H -1.5665 3.8686 -0.7746
C 0.3693 -2.0136 3.2736
N 0.4410 -2.8432 2.0439
O 1.5753 -3.0585 1.6183
O -0.6098 -3.1033 1.4626
H 1.3777 -1.6909 3.5327
H -0.2110 -2.5588 4.0180
H -0.2236 -1.1907 2.8744
C -0.6309 -0.8275 -2.7654
C -1.2414 -0.9831 -1.5150
C -2.3402 -1.9203 -1.3661
C -2.7755 -2.7280 -2.3782
C -1.9711 -2.6863 -3.5728
C -0.9162 -1.7527 -3.7949
N -3.9037 -3.6446 -2.1999
O -3.9085 -4.7294 -2.8959
O -4.7567 -3.5666 -1.3981
H 0.2065 -0.1755 -2.9657
H -0.9486 -0.3862 -0.6640
H -2.7547 -2.0676 -0.3798
H -2.0420 -3.3777 -4.3994
H -0.3110 -1.8083 -4.6877
```

Calculated values
**Total charge**: -1
**Gap between HOMO and LUMO**: 0.234 hartree
**Maximum force**: 0.1224 hartree/bohr
**Lowest unoccupied orbital energy**: 0.0469 Ha
**HOMO energy**: -0.1873 hartree

Quick look at the natural (NBO) charges, all values in e: 0.72, -0.54, -0.60, -0.55, -0.49, 0.54, -0.41, -0.37, 0.27, 0.24, 0.22, -0.48, 0.52, -0.36, -0.41, 0.26, 0.25, 0.22, -0.49, 0.53, -0.38, -0.41, 0.26, 0.22, 0.27, -0.18, -0.20, -0.16, 0.01, -0.18, -0.22, 0.52, -0.44, -0.32, 0.22, 0.25, 0.24, 0.23, 0.22

***

(7)
A gas-phase ion, C9H14NS (charge +1). Source: the Open Molecules 2025 dataset; level of theory: ωB97M-V with the def2-TZVPD basis set.

```
25
Properties=species:S:1:pos:R:3
C -1.4696 0.0510 -0.0011
C -0.7110 -1.7627 -1.1242
C -0.3142 -0.5492 -0.5876
C -4.0285 0.1086 1.5841
C -3.8986 -0.3145 0.3313
C 2.1742 -0.5205 -1.3453
C 1.3652 0.3087 0.9533
C 0.8533 1.5656 -1.1749
C 1.0155 0.1599 -0.5532
N -2.6173 -0.5352 -0.2923
S -2.3690 -2.1581 -0.9691
H -1.4335 1.0227 0.4725
H -0.1380 -2.4373 -1.7985
H -4.9410 0.2492 2.1146
H -3.0722 0.3286 2.1482
H -4.6751 -0.3064 -0.4819
H 2.8626 0.3028 -1.4557
H 2.4785 -1.5338 -0.9419
H 1.7700 -0.7736 -2.3039
H 2.2253 0.8949 1.1064
H 0.6937 0.8856 1.4364
H 1.7138 -0.5739 1.5109
H 1.7523 2.0762 -1.1900
H 0.4778 1.4599 -2.1487
H 0.2330 2.2871 -0.5903
```

Calculated values
**Total charge**: +1
**Gap between HOMO and LUMO (spin up / spin down)**: 0.334 / 0.334 hartree
**Maximum force**: 0.0706 hartree/bohr
**Lowest unoccupied orbital energy (spin up / spin down)**: -0.1748 / -0.1748 Ha
**HOMO energy (spin up / spin down)**: -0.5090 / -0.5090 hartree
**Energy relative to the best compared isomer or geometry (same formula, charge and spin)**: 32.9 kcal/mol

Quick look at the natural (NBO) charges, all values in e: 0.14, -0.34, -0.05, -0.31, -0.08, -0.60, -0.61, -0.60, -0.07, -0.42, 0.71, 0.25, 0.28, 0.25, 0.21, 0.25, 0.24, 0.23, 0.21, 0.23, 0.20, 0.23, 0.23, 0.22, 0.21

***

(8)
2 unconnected molecules or ions with the total composition C9H14O. Source: the Open Molecules 2025 dataset; level of theory: ωB97M-V with the def2-TZVPD basis set.

```
24
Properties=species:S:1:pos:R:3
C 0.5971 -1.3824 -3.5503
C -0.8109 -2.0131 -3.4341
H 1.0944 -1.6564 -4.4869
H 0.6291 -0.2957 -3.4847
H 1.2311 -1.7670 -2.7494
H -1.3599 -1.6971 -4.3136
H -0.6733 -3.0830 -3.2861
H -1.2111 -1.6990 -2.4702
C 2.2393 -0.7830 2.3134
C -0.2527 0.3631 -0.2881
C 0.8706 -0.3126 0.2824
C -1.0529 1.2088 0.4696
C 1.0161 -0.1272 1.6782
C -0.9400 1.3352 1.8727
C 0.1428 0.6012 2.4301
O -1.9364 1.9869 -0.2752
H -0.3419 0.3892 -1.3695
H 1.4344 -0.9250 -0.4054
H -2.8394 1.8012 0.0217
H -1.6844 1.9350 2.3706
H 3.0638 -0.1035 2.5579
H 2.6351 -1.5015 1.5888
H 0.4213 0.7881 3.4684
H 2.1010 -1.3394 3.2475
```

Calculated values
**Expectation value of S²**: 0.761
**Total charge**: -1
**Gap between HOMO and LUMO (spin up / spin down)**: 0.105 / 0.260 hartree
**Maximum force**: 0.0369 hartree/bohr
**Lowest unoccupied orbital energy (spin up / spin down)**: 0.1350 / 0.1332 Ha
**Spin multiplicity**: 2
**HOMO energy (spin up / spin down)**: 0.0299 / -0.1269 hartree
**Energy relative to the best compared isomer or geometry (same formula, charge and spin)**: 12.2 kcal/mol

Quick look at the natural (NBO) charges, all values in e: -0.60, -0.62, 0.18, 0.21, 0.21, 0.19, 0.19, 0.23, -0.62, -0.37, -0.43, 0.28, -0.03, -0.49, -0.31, -0.74, 0.18, 0.18, 0.44, 0.18, 0.19, 0.19, 0.17, 0.19

***

(9)
2 unconnected molecules or ions with the total composition C9H14O. Source: the Open Molecules 2025 dataset; level of theory: ωB97M-V with the def2-TZVPD basis set.

```
24
Properties=species:S:1:pos:R:3
C 0.8003 0.7930 2.5698
C 0.3975 -0.5753 1.9466
H 0.8847 1.5895 1.7663
H -0.1899 0.9364 3.0713
H 1.7405 0.8986 3.1257
H -0.6218 -0.6422 1.9599
H 0.6482 -1.2819 2.8019
H 0.8791 -0.8007 0.9507
C 0.4882 -2.3516 -1.3353
C 0.6438 0.0553 -1.8377
C -0.0099 -0.9025 -1.1599
C 0.3022 1.3987 -1.6141
C -0.9084 1.6404 -0.9182
C -1.1637 -0.7303 -0.4499
C -1.6386 0.6561 -0.3395
O -1.2016 3.0020 -0.5845
H 1.6014 -0.2403 -2.3239
H 0.9381 2.0565 -2.1285
H -0.0190 -3.1343 -0.7233
H 1.5901 -2.5649 -1.1436
H -1.7173 -1.5141 0.0704
H -1.0372 3.5763 -1.2925
H -2.6653 0.8096 -0.0133
H 0.2588 -2.6743 -2.3985
```

Calculated values
**Gap between HOMO and LUMO**: 0.355 hartree
**Maximum force**: 0.0946 hartree/bohr
**Lowest unoccupied orbital energy**: 0.0332 Ha
**HOMO energy**: -0.3218 hartree
**Energy relative to the best compared isomer or geometry (same formula, charge and spin)**: 47.4 kcal/mol

Quick look at the natural (NBO) charges, all values in e: -0.62, -0.60, 0.20, 0.21, 0.21, 0.19, 0.20, 0.21, -0.64, -0.19, -0.07, -0.26, 0.27, -0.17, -0.26, -0.70, 0.22, 0.22, 0.22, 0.22, 0.22, 0.47, 0.23, 0.22